ORCA calculation (ωB97M-V with the def2-TZVPD basis set) on 3 unconnected molecules or ions with the total composition C7H16O2 in a non-equilibrium geometry.

Geometry as XYZ:
```
25
Properties=species:S:1:pos:R:3:mulliken_charge:R:1
O 1.718 -2.468 -0.706 -0.663
O 2.468 -1.022 1.700 -0.658
C 0.606 0.924 -1.726 -1.596
C -1.384 -1.216 -1.454 -1.653
C -1.187 -0.809 0.926 -1.335
C -0.019 0.799 -0.544 0.978
C 0.228 1.840 0.527 -0.622
C -0.821 -0.417 -0.300 1.638
C -0.926 2.254 1.470 -1.237
H 2.094 -1.696 1.101 0.362
H 1.088 -2.705 -1.400 0.266
H 1.083 1.554 1.141 0.259
H 1.268 1.734 -1.969 0.356
H -1.889 -0.655 -2.242 0.366
H -0.591 -1.789 -1.929 0.282
H -1.713 1.496 1.558 0.371
H -0.549 2.525 2.459 0.293
H 1.679 -0.626 2.093 0.297
H -1.451 3.111 1.036 0.354
H 0.531 2.752 0.040 0.375
H -2.160 -1.834 -1.015 0.404
H -0.696 -0.529 1.846 0.265
H -1.833 -1.666 1.065 0.247
H 2.126 -1.740 -1.209 0.342
H 0.328 0.185 -2.468 0.308
```

As for the SMILES: C=C(C)C(=C)CC.O.O. The HOMO energy is -8.91 eV. As for the molar mass: 132.20 g/mol. The calculation puts the frontier orbital gap at 9.367 eV.


ORCA calculation (ωB97M-V with the def2-TZVPD basis set) on a single C4H8N4 molecule in a non-equilibrium geometry.

Geometry as XYZ:
```
16
Properties=species:S:1:pos:R:3:mulliken_charge:R:1
N 1.279 1.108 -1.275 -0.836
N -1.441 0.232 1.084 -0.419
N -0.062 -2.298 -1.009 -0.200
N -1.546 0.532 -1.260 -0.597
C 0.721 -1.463 -0.727 -0.058
C 1.499 0.452 1.003 -1.533
C -0.923 0.406 -0.175 0.195
C 0.788 0.373 -0.331 1.132
H 1.054 -0.192 1.761 0.450
H 2.523 0.119 0.845 0.329
H -0.904 0.556 1.870 0.183
H 1.517 1.483 1.354 0.336
H -2.439 0.363 1.195 0.231
H 0.745 1.061 -2.140 0.288
H -2.562 0.549 -1.186 0.217
H -0.251 -3.281 -1.009 0.281
```

The HOMO energy (spin up / spin down) is -8.09 / -8.09 eV. As for the molar mass: 112.14 g/mol. The calculation puts the frontier orbital gap (spin up / spin down) at 8.193 / 8.192 eV.


ORCA calculation (ωB97M-V with the def2-TZVPD basis set) on 2 unconnected molecules or ions with the total composition C2H9NO3 in a non-equilibrium geometry.

Geometry as XYZ:
```
15
Properties=species:S:1:pos:R:3:mulliken_charge:R:1
O 2.635 -0.281 0.398 -0.308
O 2.370 0.888 -0.397 -0.418
O -0.272 1.335 0.314 -0.529
N -0.350 -0.875 0.946 -0.610
C -2.074 0.006 -0.557 -1.423
C -0.641 0.060 -0.077 0.660
H -2.727 0.280 0.271 0.376
H 1.452 0.627 -0.911 0.382
H -2.219 0.721 -1.361 0.313
H 0.151 -0.104 -1.049 -0.025
H 3.554 -0.136 0.656 0.309
H 0.648 -0.998 1.085 0.271
H 0.596 1.250 0.768 0.436
H -2.344 -0.997 -0.881 0.367
H -0.780 -1.775 0.796 0.199
```

As for the SMILES: C[C@H](N)O.OO. The HOMO energy is -9.42 eV. As for the molar mass: 95.10 g/mol. The calculation puts the frontier orbital gap at 10.211 eV.


ORCA calculation (ωB97M-V with the def2-TZVPD basis set) on 4 unconnected molecules or ions with the total composition C32H72N4O2S2.

Geometry as XYZ:
```
112
Properties=species:S:1:pos:R:3:mulliken_charge:R:1
S 1.793 -0.003 0.224 -0.067
S -0.874 1.037 0.717 -0.107
O -1.669 -0.735 6.729 -0.498
O -3.462 -1.280 5.527 -0.350
N -5.108 0.014 -2.195 0.186
N 0.140 -1.134 1.982 0.683
N 1.789 4.104 3.178 0.128
N 3.230 -1.054 -5.688 0.233
C 1.627 0.078 -4.182 -1.203
C -2.375 -0.539 5.791 0.240
C -7.465 0.578 -3.022 -0.992
C -3.940 -1.279 4.174 -0.557
C -1.235 -1.656 2.077 -0.718
C 2.585 0.205 -5.355 -0.487
C 3.458 6.032 2.980 -0.946
C 0.675 -0.707 3.303 -0.526
C 1.289 -1.987 -7.072 -1.127
C -5.212 0.122 -0.748 -0.385
C 0.252 -0.095 1.037 -0.019
C -5.861 1.384 -0.167 -1.095
C 2.322 -2.610 3.776 -0.485
C -4.401 1.099 -2.858 -0.451
C 2.252 -1.730 -0.032 -0.308
C 1.543 3.617 1.832 0.182
C -3.013 1.319 -2.281 -1.245
C 4.366 -0.910 -6.582 -0.693
C 2.650 3.233 3.958 0.441
C -1.258 -3.058 2.697 -0.336
C -6.306 -0.417 -2.895 -0.688
C 4.106 -0.390 -8.000 -0.995
C 3.777 -2.961 4.116 -1.380
C 1.350 -2.457 -1.039 0.097
C 2.145 -3.375 -1.963 -1.572
C 2.625 3.548 5.446 -1.620
C -2.346 -3.306 3.755 -0.873
C 2.120 -1.114 3.555 -0.823
C 2.333 -2.166 -5.963 -0.350
C 2.737 3.504 0.874 -1.132
C 2.048 5.529 3.310 -0.751
C -3.719 -2.647 3.530 -0.702
H 0.546 -2.785 -7.007 0.421
H -8.198 0.197 -3.736 0.402
H 1.501 -3.831 -2.717 0.393
H 3.834 -3.734 4.883 0.366
H 0.791 -1.725 -1.627 0.095
H -7.980 0.733 -2.075 0.219
H -5.004 -1.049 4.213 0.374
H 3.568 2.984 1.355 0.240
H 0.748 -0.519 -4.429 0.257
H 0.624 -3.051 -0.477 0.143
H 1.104 2.620 1.933 -0.569
H -1.640 -1.668 1.065 0.733
H -5.456 2.289 -0.623 0.261
H 3.176 2.784 5.996 0.459
H 0.577 0.381 3.400 0.046
H 2.924 -2.819 -2.492 0.355
H -3.933 -2.544 2.461 0.257
H 1.275 1.064 -3.875 0.526
H -3.450 -0.474 3.621 0.281
H 2.633 -4.173 -1.399 0.394
H 3.381 0.907 -5.089 0.472
H 3.089 4.509 5.671 0.337
H 3.658 6.035 1.910 0.251
H 0.766 4.238 1.380 0.411
H -0.284 -3.232 3.159 -0.182
H 3.280 -1.670 -0.399 0.610
H 2.275 -2.247 0.926 -0.143
H -1.972 -3.040 4.746 0.445
H 2.050 0.656 -6.205 0.269
H 1.599 3.568 5.816 0.360
H -1.347 -3.802 1.902 0.487
H -4.952 2.053 -2.833 0.257
H -2.163 0.223 5.019 0.403
H 1.727 -2.026 -8.068 0.263
H -2.451 0.384 -2.260 0.305
H 2.741 -0.770 2.723 0.194
H 1.811 5.822 4.336 0.416
H 3.696 3.236 3.612 0.238
H -3.055 1.711 -1.265 0.163
H -5.996 -0.718 -3.901 0.416
H 4.313 -2.089 4.494 0.316
H 3.610 -1.131 -8.626 0.223
H 2.453 2.916 -0.001 0.417
H 2.019 -3.145 2.871 0.199
H 2.463 -0.577 4.446 0.737
H 1.653 -2.942 4.577 0.389
H 0.758 -1.039 -6.974 0.242
H 4.865 -1.882 -6.642 0.352
H -4.205 0.036 -0.331 0.065
H 3.104 4.466 0.518 0.320
H 3.577 7.055 3.342 0.379
H -5.753 -0.761 -0.398 0.373
H 1.320 6.047 2.681 0.366
H 3.496 0.514 -7.993 0.272
H 5.056 -0.141 -8.479 0.409
H -7.125 1.548 -3.388 0.279
H -2.521 -4.383 3.797 0.412
H -6.942 1.396 -0.298 0.289
H 4.317 -3.328 3.242 0.312
H 2.286 2.212 3.806 -0.241
H 5.074 -0.236 -6.091 0.417
H -2.457 2.040 -2.883 0.455
H -5.657 1.441 0.904 0.382
H -1.850 -0.958 2.651 -0.060
H 2.956 -3.036 -6.185 0.477
H 2.129 -0.383 -3.329 0.107
H 4.225 5.424 3.464 0.255
H -4.316 0.824 -3.913 0.484
H 0.033 -1.150 4.069 0.331
H -6.667 -1.326 -2.405 0.349
H 1.807 -2.411 -5.036 -0.100
H -4.484 -3.314 3.931 0.457
```

As for the SMILES: CCCCN(CCCCCOC=O)C(=S)SCCC.CCN(CC)CC.CCN(CC)CC.CCN(CC)CC. The HOMO energy is -7.94 eV. As for the molar mass: 609.09 g/mol. The calculation puts the frontier orbital gap at 7.879 eV.


ORCA calculation (ωB97M-V with the def2-TZVPD basis set) on a molecular structure, C29H32F4InO2 in a non-equilibrium geometry.

Geometry as XYZ:
```
68
Properties=species:S:1:pos:R:3:mulliken_charge:R:1
In -3.004 -1.802 -1.134 0.674
F -1.367 -2.163 4.393 -0.312
F 4.332 -0.806 -1.224 -0.297
F -0.730 -5.317 -0.847 -0.298
F 1.898 8.336 -2.846 -0.324
O -0.301 2.051 -1.941 -0.624
O -1.288 1.805 0.089 -0.341
C 0.274 0.989 5.074 -0.343
C 0.924 7.501 -2.436 0.321
C -3.207 0.459 -1.004 -0.994
C 0.079 -0.327 4.670 -0.374
C 0.383 -0.816 0.500 -0.790
C 4.848 0.271 -5.154 -0.412
C 0.191 5.287 -1.878 -0.056
C 4.500 -0.454 -2.509 0.446
C 3.862 0.887 -4.389 -0.568
C -2.047 1.134 5.718 -0.333
C -1.340 7.147 -1.734 -0.354
C 3.683 0.519 -3.061 -0.214
C -0.789 1.718 5.601 -0.479
C -1.077 5.787 -1.595 -0.520
C 5.660 -0.710 -4.591 -0.358
C -0.332 8.011 -2.152 -0.424
C 5.489 -1.071 -3.259 -0.376
C -1.179 -0.896 4.787 0.372
C -2.245 -0.178 5.304 -0.466
C -1.482 -7.312 2.659 -0.449
C -2.429 0.926 0.318 -0.057
C -0.975 -5.968 0.296 0.309
C -2.189 -6.614 0.463 -0.402
C -2.441 -7.295 1.649 -0.312
C -0.268 -6.654 2.480 -0.368
C 1.196 6.149 -2.306 -0.549
C 0.353 -0.057 -0.909 0.714
C -0.427 1.324 -0.918 0.506
C -0.010 -5.983 1.290 -0.358
H -3.220 -0.646 5.379 0.409
H 1.253 1.446 4.979 0.365
H -1.682 -7.839 3.586 0.361
H 0.477 -6.665 3.269 0.352
H -0.458 -1.595 0.541 -0.034
H 6.425 -1.192 -5.189 0.346
H 2.187 5.777 -2.538 0.417
H 0.394 4.228 -1.765 0.274
H -2.125 0.025 0.941 0.047
H 0.349 -0.123 1.399 0.178
H 1.355 -1.436 0.511 0.363
H -4.610 -2.547 -1.568 -0.386
H 6.116 -1.827 -2.801 0.397
H -2.547 -2.380 0.534 -0.352
H -2.873 1.702 6.132 0.366
H 0.897 -0.912 4.266 0.417
H -4.329 0.669 -0.841 0.291
H -2.330 7.534 -1.518 0.356
H -1.861 5.114 -1.266 0.461
H -0.636 2.744 5.919 0.367
H -3.385 -7.810 1.788 0.348
H -2.923 1.016 -1.951 0.328
H -3.180 1.538 0.941 0.264
H -1.792 -2.332 -2.360 -0.358
H 0.932 -5.473 1.131 0.411
H 3.232 1.653 -4.828 0.385
H 1.450 0.186 -1.188 -0.568
H -0.517 9.073 -2.258 0.390
H 2.915 0.981 -2.453 0.340
H -2.926 -6.583 -0.330 0.417
H 4.985 0.555 -6.192 0.354
H -0.117 -0.756 -1.676 0.103
```

The HOMO energy is -4.84 eV. As for the molar mass: 603.38 g/mol. The calculation puts the frontier orbital gap at 7.414 eV. The net charge is -1.